{
  "formula": "C4H8O2",
  "method": "ωB97M-V/def2-TZVPD",
  "elements": ["C", "C", "C", "O", "C", "O", "H", "H", "H", "H", "H", "H", "H", "H"],
  "positions_angstrom": [[-1.1986, -0.8732, -0.1643], [0.1652, -0.1954, -0.3072], [1.2230, -1.1076, 0.2567], [2.1203, -1.6017, -0.3618], [0.2099, 1.1716, 0.4239], [0.5097, 2.2397, -0.4311], [-1.9844, -0.2342, -0.5623], [-1.2122, -1.8141, -0.7097], [-1.4130, -1.0774, 0.8825], [0.3895, -0.0307, -1.3664], [1.0973, -1.2991, 1.3422], [-0.7457, 1.3445, 0.9388], [1.0051, 1.1776, 1.1744], [-0.1662, 2.3003, -1.1156]],
  "forces_ev_per_angstrom": [[0.234, -0.005, -0.091], [-0.087, 0.131, -0.100], [-0.299, 0.217, 0.016], [0.234, -0.162, -0.125], [-0.133, -0.370, 0.157], [0.080, 0.417, -0.391], [-0.077, 0.045, 0.021], [-0.083, -0.098, -0.021], [-0.102, -0.032, 0.119], [0.067, -0.003, 0.140], [0.105, -0.088, 0.129], [0.118, -0.046, 0.023], [-0.117, -0.005, 0.040], [0.061, -0.001, 0.083]],
  "lowdin_charge": [-0.065, -0.320, -0.266, 0.078, -0.241, -0.052, 0.082, 0.084, 0.082, 0.146, 0.135, 0.121, 0.124, 0.092],
  "total_energy_ev": -8371.918,
  "spin_multiplicity": 1,
  "homo_energy_ev": -9.8,
  "homo_lumo_gap_ev": 10.593
}

=====

{
  "formula": "C4H8O2",
  "method": "ωB97M-V/def2-TZVPD",
  "elements": ["C", "C", "O", "C", "C", "O", "H", "H", "H", "H", "H", "H", "H", "H"],
  "positions_angstrom": [[-1.8717, -0.6130, -0.3727], [-0.5943, 0.0911, -0.7937], [-0.2311, 1.1071, -0.0846], [1.5774, 1.0787, 0.5347], [1.5236, -0.2305, 0.9756], [1.3665, -1.1542, 0.0830], [-2.7352, -0.0291, -0.7145], [-1.9179, -0.6688, 0.7192], [-1.9537, -1.6200, -0.7927], [0.3782, -0.8354, -0.4969], [-0.3846, 0.1482, -1.8773], [1.5545, 1.8976, 1.2461], [1.9791, 1.2984, -0.4479], [1.3092, -0.4701, 2.0215]],
  "forces_ev_per_angstrom": [[-0.016, -0.065, 0.047], [-0.284, 0.381, 0.054], [-0.104, -0.210, -0.229], [0.199, -0.064, 0.079], [-0.087, 0.201, 0.038], [-0.218, 0.123, -0.062], [0.115, -0.081, 0.067], [0.030, -0.027, -0.143], [0.057, 0.148, 0.034], [0.332, -0.200, 0.084], [0.041, -0.026, 0.143], [0.025, -0.142, -0.087], [-0.080, -0.077, 0.119], [-0.011, 0.040, -0.145]],
  "lowdin_charge": [-0.056, -0.382, -0.077, 0.027, -0.281, -0.028, 0.078, 0.085, 0.077, 0.092, 0.137, 0.099, 0.105, 0.123],
  "total_energy_ev": -8369.047,
  "spin_multiplicity": 1,
  "homo_energy_ev": -8.8,
  "homo_lumo_gap_ev": 8.779
}

=====

{
  "formula": "C4H8O2",
  "method": "ωB97M-V/def2-TZVPD",
  "elements": ["O", "C", "C", "C", "C", "O", "H", "H", "H", "H", "H", "H", "H", "H"],
  "positions_angstrom": [[-0.8490, 0.2303, -2.2440], [-1.0118, -0.3608, -0.9699], [-0.4825, 0.5294, 0.1292], [-0.1250, -0.0566, 1.4717], [0.9530, 0.4211, 0.5431], [1.7285, -0.5183, -0.1454], [0.1021, 0.3157, -2.3891], [-0.5220, -1.3432, -0.9197], [-2.0883, -0.5132, -0.8434], [-0.9065, 1.5311, 0.1207], [-0.2333, -1.1336, 1.5821], [-0.3397, 0.5172, 2.3688], [1.4781, 1.3426, 0.7988], [2.2961, -0.9618, 0.4971]],
  "forces_ev_per_angstrom": [[0.291, 0.017, -0.130], [-0.109, -0.155, 0.348], [-0.103, 0.115, -0.117], [-0.048, -0.101, 0.172], [-0.111, 0.284, 0.081], [0.171, -0.144, 0.128], [-0.132, 0.012, -0.066], [-0.092, 0.145, -0.012], [0.131, 0.030, 0.003], [0.072, -0.137, 0.031], [0.037, 0.157, -0.061], [0.054, -0.092, -0.155], [-0.104, -0.171, -0.052], [-0.057, 0.041, -0.170]],
  "lowdin_charge": [-0.056, -0.244, -0.224, -0.056, -0.339, -0.017, 0.089, 0.121, 0.124, 0.142, 0.113, 0.102, 0.143, 0.102],
  "total_energy_ev": -8371.413,
  "spin_multiplicity": 1,
  "homo_energy_ev": -10.1,
  "homo_lumo_gap_ev": 10.906
}

=====

{
  "formula": "C4H8O2",
  "method": "ωB97M-V/def2-TZVPD",
  "elements": ["C", "C", "O", "C", "C", "O", "H", "H", "H", "H", "H", "H", "H", "H"],
  "positions_angstrom": [[-1.3421, 0.3263, -0.1872], [-0.8132, -1.0992, -0.0243], [0.4298, -1.2151, 0.6170], [1.3583, -0.3005, 0.0687], [0.8504, 1.1180, 0.2444], [-0.3513, 1.2920, -0.4825], [-1.9188, 0.1773, -1.0964], [-2.0018, 0.6851, 0.6218], [-1.5413, -1.6857, 0.5463], [-0.7537, -1.5131, -1.0523], [2.2990, -0.4649, 0.5990], [1.5104, -0.4916, -1.0084], [0.7119, 1.3288, 1.3177], [1.5626, 1.8428, -0.1640]],
  "forces_ev_per_angstrom": [[-0.185, -0.238, -0.137], [-0.167, -0.139, -0.243], [0.030, 0.011, 0.211], [0.185, 0.142, 0.006], [0.210, -0.057, 0.074], [0.013, -0.041, -0.163], [-0.540, 0.747, -0.009], [0.362, -0.234, -0.035], [0.162, 0.021, -0.135], [0.213, -0.091, 0.398], [-0.056, 0.094, -0.070], [-0.042, -0.058, 0.189], [-0.081, -0.041, -0.160], [-0.104, -0.117, 0.071]],
  "lowdin_charge": [-0.189, -0.202, -0.127, -0.191, -0.188, -0.129, 0.118, 0.128, 0.130, 0.127, 0.128, 0.134, 0.132, 0.129],
  "total_energy_ev": -8371.525,
  "spin_multiplicity": 1,
  "homo_energy_ev": -9.4,
  "homo_lumo_gap_ev": 10.490
}

=====

{
  "formula": "C4H8O2",
  "method": "ωB97M-V/def2-TZVPD",
  "elements": ["O", "C", "C", "C", "O", "C", "H", "H", "H", "H", "H", "H", "H", "H"],
  "positions_angstrom": [[0.6694, -1.2271, -1.2846], [0.4040, 0.0533, -0.8595], [-1.0124, 0.3105, -0.6014], [-0.9738, -0.3701, 1.1538], [0.2788, -0.5481, 1.5849], [1.2540, 0.5640, 0.1527], [0.9174, -1.7235, -0.4824], [1.2556, 0.9700, -1.2636], [-1.6853, -0.2492, -1.2710], [-1.2689, 1.3756, -0.6134], [-1.5618, -1.2887, 1.0225], [-1.5540, 0.3651, 1.7431], [1.0206, 1.5487, 0.5380], [2.2698, 0.2187, 0.1800]],
  "forces_ev_per_angstrom": [[0.432, 0.067, -0.102], [0.465, 0.362, 0.328], [-0.024, -0.033, 0.692], [-0.276, 0.557, -0.987], [0.305, 0.868, -1.241], [-0.535, -0.699, 1.433], [-0.027, 0.130, -0.152], [-1.315, -0.818, -0.824], [0.341, 0.161, 0.451], [-0.028, -0.244, 0.323], [0.195, 0.001, -0.056], [0.123, -0.039, -0.334], [0.039, -0.131, 0.167], [0.306, -0.182, 0.301]],
  "lowdin_charge": [0.030, -0.531, -0.031, -0.272, -0.210, 0.051, 0.121, 0.227, 0.101, 0.095, 0.092, 0.092, 0.120, 0.114],
  "total_energy_ev": -8368.193,
  "spin_multiplicity": 1,
  "homo_energy_ev": -9.0,
  "homo_lumo_gap_ev": 9.773
}

=====

{
  "formula": "C4H8O2",
  "method": "ωB97M-V/def2-TZVPD",
  "elements": ["O", "C", "C", "C", "C", "O", "H", "H", "H", "H", "H", "H", "H", "H"],
  "positions_angstrom": [[1.6206, -1.3624, -0.5813], [1.3085, 0.0047, -0.7275], [0.4515, 0.5609, 0.4120], [-0.9231, 1.0922, 0.0629], [-0.7762, -0.1909, 0.8223], [-0.9949, -1.4157, 0.1821], [0.7797, -1.7950, -0.3821], [0.7854, 0.2259, -1.6749], [2.2595, 0.5482, -0.7526], [0.9873, 1.0526, 1.2212], [-1.1876, 1.0058, -0.9865], [-1.3395, 1.9624, 0.5626], [-1.0418, -0.1894, 1.8799], [-1.9294, -1.4992, -0.0380]],
  "forces_ev_per_angstrom": [[0.020, 0.070, 0.017], [-0.145, 0.490, 0.108], [0.126, 0.031, 0.053], [-0.118, 0.105, 0.007], [0.063, 0.356, 0.245], [-0.331, -0.205, -0.177], [0.109, -0.144, -0.090], [0.189, -0.312, 0.120], [-0.152, -0.102, -0.041], [-0.079, -0.109, -0.146], [-0.013, -0.011, 0.092], [0.144, -0.165, -0.008], [0.081, 0.000, -0.197], [0.105, -0.005, 0.018]],
  "lowdin_charge": [-0.060, -0.230, -0.201, -0.059, -0.327, -0.022, 0.058, 0.117, 0.119, 0.137, 0.108, 0.101, 0.145, 0.113],
  "total_energy_ev": -8371.343,
  "spin_multiplicity": 1,
  "homo_energy_ev": -10.0,
  "homo_lumo_gap_ev": 10.726
}

=====

{
  "formula": "C4H8O2",
  "method": "ωB97M-V/def2-TZVPD",
  "elements": ["C", "C", "O", "C", "C", "O", "H", "H", "H", "H", "H", "H", "H", "H"],
  "positions_angstrom": [[1.7311, 0.4371, 0.1176], [0.6433, -0.4029, 0.4023], [-0.3970, -0.2254, 1.4953], [-1.5112, -0.5760, 0.6908], [-0.6368, -0.0815, -0.4496], [-0.8347, 1.1945, -0.7925], [1.5924, 1.5139, 0.0977], [2.7442, 0.0603, 0.1984], [1.2150, -0.0544, -1.5752], [0.8782, -1.4697, 0.3530], [-2.4010, 0.0112, 0.9462], [-1.7352, -1.6489, 0.6863], [0.4782, -0.3679, -1.8668], [-1.7147, 1.4917, -0.5216]],
  "forces_ev_per_angstrom": [[0.087, 0.122, 0.195], [0.070, -0.149, -0.294], [0.099, 0.020, 0.338], [-0.208, -0.099, -0.083], [-0.036, 0.057, 0.030], [-0.077, -0.005, 0.008], [0.014, -0.148, -0.040], [-0.158, 0.039, -0.014], [-0.145, -0.058, -0.070], [-0.044, 0.141, 0.007], [0.130, -0.061, -0.070], [0.053, 0.143, 0.002], [0.105, 0.043, 0.045], [0.110, -0.044, -0.054]],
  "lowdin_charge": [-0.031, -0.397, -0.057, -0.135, -0.269, 0.053, 0.064, 0.054, 0.094, 0.148, 0.125, 0.124, 0.103, 0.126],
  "total_energy_ev": -8365.994,
  "spin_multiplicity": 1,
  "homo_energy_ev": [-7.6, -7.8],
  "homo_lumo_gap_ev": [7.348, 7.797]
}

=====

{
  "formula": "C4H8O2",
  "method": "ωB97M-V/def2-TZVPD",
  "elements": ["O", "C", "C", "C", "O", "H", "H", "H", "H", "C", "H", "H", "H", "H"],
  "positions_angstrom": [[0.1923, -2.0615, -0.1889], [-0.8042, -1.4296, 0.0494], [-0.9645, -0.5182, 1.2538], [-1.3401, 0.8764, 0.7909], [-0.6527, 1.8512, 0.9628], [-1.6868, -1.4693, -0.6277], [-0.0446, -0.4997, 1.8438], [-1.7987, -0.9097, 1.8564], [-2.3042, 0.9450, 0.2404], [1.8799, 0.6403, -1.2361], [2.0697, -0.4358, -1.2485], [2.8267, 1.1833, -1.1917], [1.3390, 0.9190, -2.1446], [1.2882, 0.9086, -0.3599]],
  "forces_ev_per_angstrom": [[-0.493, 0.218, 0.146], [0.210, -0.138, -0.060], [0.158, 0.018, 0.018], [0.202, 0.261, 0.011], [-0.399, -0.460, -0.003], [0.162, -0.054, 0.060], [-0.153, 0.008, -0.115], [0.112, 0.058, -0.106], [0.123, 0.060, 0.083], [0.059, -0.034, -0.046], [-0.028, 0.189, 0.052], [-0.114, -0.075, -0.068], [0.086, 0.002, 0.132], [0.074, -0.053, -0.105]],
  "lowdin_charge": [0.060, -0.267, -0.111, -0.270, 0.059, 0.130, 0.129, 0.130, 0.129, -0.038, 0.014, 0.020, 0.024, -0.007],
  "total_energy_ev": -8371.623,
  "spin_multiplicity": 1,
  "homo_energy_ev": -10.2,
  "homo_lumo_gap_ev": 10.540
}

=====

{
  "formula": "C4H8O2",
  "method": "ωB97M-V/def2-TZVPD",
  "elements": ["C", "C", "O", "C", "C", "O", "H", "H", "H", "H", "H", "H", "H", "H"],
  "positions_angstrom": [[0.3869, 0.1921, -0.9297], [1.6055, -0.1702, -0.0871], [1.0175, -0.8092, 1.0320], [-0.0860, -0.0321, 1.3502], [-2.1873, -0.0074, -0.1386], [-0.6146, 0.4443, 0.0820], [0.4992, 1.0947, -1.5331], [0.0356, -0.6420, -1.5427], [2.2835, -0.8736, -0.5729], [2.1606, 0.7281, 0.2207], [0.1869, 0.8623, 1.9266], [-0.8699, -0.6184, 1.8242], [-2.4304, 0.7576, -0.8996], [-1.9875, -0.9261, -0.7320]],
  "forces_ev_per_angstrom": [[0.092, -0.082, -0.169], [0.133, 0.110, -0.194], [-0.025, -0.058, 0.060], [-0.121, 0.060, 0.208], [0.190, 0.012, -0.400], [-0.126, 0.015, 0.106], [-0.014, -0.125, 0.084], [0.071, 0.108, 0.085], [-0.110, 0.110, 0.041], [-0.073, -0.120, -0.014], [-0.017, -0.111, -0.072], [0.136, 0.065, -0.022], [-0.032, -0.117, 0.155], [-0.105, 0.134, 0.130]],
  "lowdin_charge": [-0.098, -0.148, -0.064, -0.166, -0.002, -0.297, 0.138, 0.128, 0.135, 0.132, 0.147, 0.130, -0.019, -0.016],
  "total_energy_ev": -8367.827,
  "spin_multiplicity": 1,
  "homo_energy_ev": -7.4,
  "homo_lumo_gap_ev": 8.170
}

=====

One value per record, in order, for energy above the lowest of the compared OMol25 structures with the same formula, charge and spin: 131.5, 408.6, 180.3, 169.5, 491.0, 187.1, 703.2, 160.0, 526.3 kJ/mol.